{
  "formula": "C43H51ClN3O3P2STi",
  "method": "ωB97M-V/def2-TZVPD",
  "gap_ev": [6.51, 6.71],
  "spin_multiplicity": 2,
  "s2": 0.75,
  "total_energy_ha": -4449.31916,
  "total_charge": 2,
  "species": ["Ti", "C", "S", "C", "C", "C", "N", "P", "C", "C", "C", "C", "C", "C", "C", "C", "C", "C", "C", "C", "P", "C", "C", "C", "C", "C", "C", "C", "C", "C", "C", "C", "C", "H", "H", "H", "H", "H", "H", "H", "H", "H", "H", "H", "H", "H", "H", "H", "H", "H", "H", "H", "H", "H", "H", "H", "H", "H", "H", "H", "H", "H", "C", "C", "N", "C", "C", "C", "C", "N", "H", "H", "H", "H", "H", "H", "H", "H", "H", "H", "H", "H", "H", "H", "C", "C", "C", "C", "Cl", "C", "C", "C", "O", "C", "C", "O", "O", "H", "H", "H", "H", "H", "H", "H", "H"],
  "positions_angstrom": [[-0.4272, 1.0062, 0.0823], [2.3774, -5.9389, -2.6793], [2.7274, -6.1526, -0.9259], [1.7031, -4.8308, -0.2744], [2.2850, -3.4368, -0.4801], [1.3848, -2.3620, 0.1110], [1.7228, -0.9883, -0.3745], [1.8939, 0.2874, 0.8168], [2.9270, 1.5426, 0.0123], [4.1422, 1.2208, -0.5947], [4.9081, 2.2045, -1.1934], [4.4773, 3.5297, -1.1856], [3.2888, 3.8683, -0.5566], [2.5180, 2.8763, 0.0417], [2.8683, -0.3593, 2.1695], [2.6076, 0.1161, 3.4534], [3.4228, -0.2691, 4.5103], [4.4808, -1.1372, 4.2848], [4.7343, -1.6219, 3.0054], [3.9333, -1.2326, 1.9438], [0.8994, -0.3257, -1.7609], [2.0952, -0.2864, -3.1026], [1.6724, 0.2843, -4.3037], [2.5149, 0.2895, -5.4016], [3.7789, -0.2829, -5.3038], [4.1970, -0.8579, -4.1119], [3.3562, -0.8566, -3.0029], [-0.3271, -1.5299, -2.3232], [-1.6878, -1.2433, -2.1940], [-2.6528, -2.1486, -2.6219], [-2.2570, -3.3486, -3.1933], [-0.9017, -3.6300, -3.3637], [0.0564, -2.7235, -2.9431], [2.8728, -6.7548, -3.2063], [2.7645, -4.9984, -3.0786], [1.3041, -6.0160, -2.8667], [1.5773, -5.0440, 0.7914], [0.7107, -4.8995, -0.7352], [2.4243, -3.2486, -1.5475], [3.2767, -3.3928, -0.0283], [1.4704, -2.3689, 1.1981], [0.3473, -2.5940, -0.1270], [4.5007, 0.2010, -0.5919], [5.8488, 1.9415, -1.6633], [5.0804, 4.2958, -1.6581], [2.9682, 4.9026, -0.5210], [1.6188, 3.1657, 0.5769], [1.7796, 0.7935, 3.6349], [3.2280, 0.1053, 5.5070], [5.1147, -1.4406, 5.1085], [5.5604, -2.2998, 2.8346], [4.1410, -1.6062, 0.9481], [0.6842, 0.7262, -4.3909], [2.1869, 0.7361, -6.3315], [4.4374, -0.2820, -6.1639], [5.1790, -1.3104, -4.0431], [3.6743, -1.3195, -2.0779], [-2.0230, -0.2856, -1.8200], [-3.7047, -1.9016, -2.5395], [-3.0024, -4.0545, -3.5398], [-0.5946, -4.5496, -3.8468], [1.1055, -2.9357, -3.1171], [-2.0877, -3.6305, 1.6427], [-3.1995, -2.6110, 1.4311], [-3.1004, -1.4345, 2.3254], [-4.0016, -1.4356, 3.5141], [-3.4685, -2.2719, 4.6657], [-2.2499, -0.4630, 2.0965], [-2.1465, 0.6850, 3.0492], [-1.4575, -0.4428, 0.9987], [-2.1187, -4.3796, 0.8485], [-2.2016, -4.1457, 2.5964], [-1.1008, -3.1675, 1.6335], [-4.1689, -3.0579, 1.6346], [-3.2448, -2.2602, 0.3995], [-4.9557, -1.8187, 3.1563], [-4.1806, -0.4122, 3.8153], [-3.4227, -3.3316, 4.4080], [-4.1331, -2.1699, 5.5246], [-2.4685, -1.9487, 4.9707], [-3.0285, 1.3220, 2.9746], [-1.2722, 1.2903, 2.8336], [-2.0709, 0.3215, 4.0715], [-1.5515, -1.2766, 0.4271], [-5.0407, 5.9632, -1.5446], [-4.5856, 5.8377, -0.1115], [-5.3943, 6.2218, 0.9475], [-4.9610, 6.1070, 2.2628], [-6.0070, 6.5991, 3.5546], [-3.7111, 5.6090, 2.5500], [-2.8842, 5.2082, 1.5008], [-3.3275, 5.3301, 0.1975], [-2.5749, 4.9345, -0.9094], [-1.2222, 4.6082, -0.7210], [-1.1578, 3.1471, -0.3303], [-1.3932, 2.2047, -1.1572], [-0.7879, 2.7640, 0.8476], [-6.0291, 6.4180, -1.5941], [-5.0878, 4.9879, -2.0341], [-4.3513, 6.5772, -2.1267], [-6.3803, 6.6252, 0.7468], [-3.3765, 5.5351, 3.5768], [-1.9063, 4.8163, 1.7362], [-0.7159, 5.2115, 0.0272], [-0.7261, 4.7049, -1.6821]],
  "forces_ev_per_angstrom": [[0.52, -1.38, 0.51], [0.02, -0.05, -0.15], [0.09, -0.09, -0.08], [-0.18, 0.13, 0.12], [0.06, -0.01, -0.07], [0.39, 0.16, -0.08], [-0.36, -0.19, 0.29], [0.03, 0.42, -0.54], [0.24, -0.15, -0.05], [0.03, 0.02, -0.01], [0.02, 0.08, -0.04], [0.02, -0.09, 0.00], [0.00, -0.09, 0.00], [-0.08, 0.10, 0.03], [-0.10, -0.16, 0.09], [0.01, -0.03, 0.06], [-0.04, -0.01, -0.05], [0.02, -0.02, -0.01], [-0.05, 0.01, -0.03], [0.09, 0.00, 0.09], [0.08, -0.04, 0.34], [-0.14, 0.16, -0.09], [-0.03, 0.12, -0.04], [0.05, -0.03, 0.01], [0.00, 0.01, -0.02], [-0.04, 0.01, 0.08], [0.11, -0.12, -0.14], [-0.02, -0.20, -0.08], [-0.03, -0.05, -0.05], [0.09, -0.05, -0.02], [0.06, -0.06, -0.03], [-0.07, 0.02, 0.01], [-0.04, -0.06, -0.03], [-0.02, 0.05, 0.04], [-0.02, -0.05, 0.06], [0.06, 0.00, 0.02], [0.03, 0.03, -0.04], [0.01, 0.01, 0.04], [-0.01, -0.03, 0.07], [0.02, 0.02, 0.01], [-0.01, 0.02, 0.07], [-0.14, 0.02, -0.07], [-0.01, -0.04, 0.00], [-0.06, 0.03, 0.03], [-0.04, -0.04, 0.04], [0.01, -0.06, 0.01], [-0.01, -0.06, -0.02], [0.02, -0.02, -0.05], [0.01, -0.01, -0.03], [-0.02, 0.01, -0.03], [-0.01, 0.01, 0.01], [-0.01, 0.04, 0.04], [0.02, -0.02, 0.04], [0.02, -0.02, 0.03], [-0.02, -0.01, 0.05], [-0.05, 0.02, 0.00], [0.00, 0.03, 0.00], [0.03, 0.16, 0.08], [0.06, -0.01, -0.01], [0.04, 0.03, 0.01], [-0.03, 0.04, 0.02], [-0.08, 0.03, -0.01], [0.01, -0.07, 0.00], [-0.06, 0.18, 0.17], [-0.19, -0.27, 0.24], [0.18, -0.10, -0.30], [0.07, -0.05, 0.01], [0.41, 0.11, -0.63], [-0.02, -0.01, 0.04], [-0.44, -0.17, 0.49], [-0.02, 0.05, 0.06], [0.01, 0.04, -0.05], [0.02, 0.03, -0.02], [-0.01, -0.06, -0.02], [0.05, 0.03, -0.07], [-0.02, -0.03, 0.05], [0.03, 0.14, 0.05], [0.00, 0.08, 0.01], [0.02, -0.01, -0.05], [-0.11, -0.02, -0.04], [-0.02, 0.02, 0.01], [0.05, 0.01, -0.05], [-0.01, 0.03, 0.05], [-0.05, -0.08, -0.05], [0.01, -0.01, 0.11], [-0.26, 0.09, -0.13], [-0.10, 0.05, -0.08], [-0.16, 0.06, 0.00], [0.02, -0.01, -0.05], [0.21, -0.09, -0.04], [-0.10, 0.06, 0.18], [0.35, -0.25, -0.21], [0.04, 0.29, 0.04], [-0.44, -0.39, 0.02], [0.11, 0.10, 0.29], [-0.19, 0.72, -0.18], [-0.15, 0.80, -0.34], [0.04, -0.02, 0.03], [0.02, 0.03, 0.05], [0.00, -0.02, 0.06], [0.06, -0.02, 0.02], [0.00, 0.01, -0.06], [0.04, -0.02, 0.01], [-0.01, 0.14, 0.10], [0.02, 0.09, -0.15]],
  "lowdin_charge": [0.8839, -0.4067, 0.8400, -0.5262, -0.2565, -0.2610, -0.4054, 0.9637, -0.3616, -0.0846, -0.0423, -0.0419, -0.0542, -0.0998, -0.3623, -0.0854, -0.0555, -0.0450, -0.0440, -0.0849, 1.0072, -0.3601, -0.0819, -0.0530, -0.0496, -0.0517, -0.1024, -0.3542, -0.1174, -0.0623, -0.0405, -0.0413, -0.0701, 0.0404, 0.0284, 0.0282, 0.0815, 0.0721, 0.0725, 0.1032, 0.1109, 0.0791, 0.0950, 0.1197, 0.1194, 0.1150, 0.0845, 0.1017, 0.1163, 0.1193, 0.1188, 0.0937, 0.1148, 0.1171, 0.1177, 0.1159, 0.0863, 0.0816, 0.1184, 0.1200, 0.1139, 0.1023, -0.0430, -0.1586, -0.0335, -0.1650, -0.0481, -0.3417, 0.0264, 0.0159, 0.0921, 0.0782, 0.0577, 0.1295, 0.1098, 0.1289, 0.1108, 0.0750, 0.0934, 0.0833, 0.1153, 0.0673, 0.0995, 0.0351, -0.0170, -0.1869, -0.0468, -0.6657, 0.6918, -0.0991, -0.0141, -0.2076, -0.0174, -0.0793, -0.4905, -0.0556, -0.1106, 0.0853, 0.0882, 0.0909, 0.1211, 0.1097, 0.0986, 0.1425, 0.1538]
}